# C9H16OPRe

A molecular structure, C9H16OPRe in a non-equilibrium geometry (wB97M-V/def2-TZVPD, the Open Molecules 2025 dataset).

Last column: natural (NBO) charge in e.
CARTESIAN COORDINATES (ANGSTROEM)
C1 0.42016 0.88367 -2.66623  -0.45
C2 0.00650 0.09383 -3.73609  -0.23
C3 -0.35287 -1.24751 -3.70732  -0.17
C4 -0.41200 -2.09471 -2.59550  -0.23
C5 -0.09570 -1.82125 -1.25990  -0.49
Re1 -0.24443 0.07251 -1.06527  0.95
P1 0.14037 2.29473 -0.13645  0.12
H1 0.73621 1.88496 -2.92369  0.22
H2 0.02730 0.56155 -4.72362  0.23
H3 -0.53302 -1.71140 -4.67691  0.24
H4 -0.15559 -2.66770 -0.57867  0.22
H5 -0.68009 -3.12632 -2.82716  0.23
H6 -0.92527 2.91728 0.58248  0.05
H7 0.32408 3.36231 -1.05729  0.07
H8 1.22409 2.66967 0.71595  0.07
C6 -0.14664 0.57435 3.16819  -0.44
C7 0.90769 -0.49005 2.88617  -0.43
C8 0.71604 -0.89055 1.38876  -0.08
O1 -0.57263 -0.38393 1.00772  -0.58
C9 -1.22825 0.28247 2.12734  -0.07
H9 -0.55008 0.52048 4.18208  0.25
H10 0.29894 1.56699 3.04624  0.21
H11 0.70377 -1.36386 3.51049  0.23
H12 1.93326 -0.16635 3.06986  0.24
H13 1.51200 -0.46896 0.74471  0.20
H14 0.68875 -1.98229 1.27315  0.22
H15 -1.97604 -0.42802 2.50369  0.21
H16 -1.76655 1.15811 1.74728  0.20

Computed properties:
Energy above the lowest of the compared OMol25 structures with the same formula, charge and spin, kcal per mole: 0.0
Expectation value of S²: 3.96
Charge: +1
HOMO-LUMO gap (alpha / beta), eV: 6.82 / 7.47
HOMO level (alpha / beta), eV: -11.330 / -11.972
Maximum force, eV Å⁻¹: 2.419
DFT total energy, a.u.: -846.9430
LUMO (alpha / beta), eV: -4.5 / -4.5
Spin multiplicity: 4